Record 1
# C3H6F2IN2

2 unconnected molecules or ions with the total composition C3H6F2IN2 at a distorted geometry (ωB97M-V/def2-TZVPD, the Open Molecules 2025 dataset).

Last column: natural (NBO) charge in e.
Geometry (Å):
1 C 0.38502 -0.36438 -0.26418  0.59
2 C 2.28248 0.93009 0.69698  -0.43
3 C -3.50050 -0.87846 0.18600  0.51
4 N 0.95238 0.27866 0.71452  -0.58
5 N 0.69892 -0.37942 -1.51937  -0.79
6 F -3.63718 -1.72028 -0.83815  -0.30
7 F -3.48545 -1.48854 1.37172  -0.29
8 I -4.00155 1.06995 -0.05830  0.30
9 H 3.15553 0.37119 0.83739  0.23
10 H 2.54061 1.24958 -0.26101  0.20
11 H 2.38285 1.71637 1.31089  0.24
12 H 0.43078 0.19533 1.57333  0.44
13 H 0.27208 -1.16149 -2.00156  0.46
14 H 1.52403 0.18139 -1.74826  0.43

Properties
- Net charge: +1
- HOMO-LUMO gap (alpha / beta): 10.271 / 4.296 eV
- E_HOMO (alpha / beta): -0.5140 / -0.4075 Eh

Record 2
# C27H45BrN4OSi

5 unconnected molecules or ions with the total composition C27H45BrN4OSi (ωB97M-V/def2-TZVPD, the Open Molecules 2025 dataset).

Last column: Mulliken charge in e.
Geometry (Å):
1 C 1.44032 -3.80620 4.97213  -1.29
2 C 0.54383 -4.05201 3.75978  -0.44
3 C 0.58430 -2.94929 2.70884  -0.26
4 Br 2.39837 -2.76402 2.00365  -0.19
5 Si -0.73516 -3.24705 1.35573  0.01
6 C -0.16256 -4.24066 -0.13116  -0.38
7 C 0.80050 -3.51825 -1.06997  -1.15
8 C -1.46387 -1.57465 0.86095  0.22
9 C -2.95518 -1.53525 0.46967  -0.99
10 C -3.95473 -2.25388 1.38926  -0.71
11 C -4.45015 -3.61098 0.83795  -0.71
12 C -4.66132 -4.73273 1.86667  -0.60
13 O -4.03961 -5.94088 1.43928  -0.38
14 C -3.45244 -6.74709 2.43797  -0.66
15 H 1.79133 -4.75241 5.36814  0.35
16 H 0.86470 -3.32947 5.75698  0.34
17 H 2.29118 -3.18161 4.73601  0.33
18 H 0.78658 -4.98914 3.26306  0.32
19 H -0.48993 -4.11968 4.08433  0.31
20 H 0.34084 -2.00053 3.17179  0.50
21 H -1.78556 -4.03382 2.02495  -0.18
22 H -1.06919 -4.45217 -0.69652  0.33
23 H 0.21051 -5.21344 0.17167  0.51
24 H 0.84129 -4.06910 -2.00595  0.43
25 H 1.81680 -3.46176 -0.70274  0.28
26 H 0.45558 -2.51967 -1.32296  0.16
27 H -0.91075 -1.25641 -0.02286  -0.66
28 H -1.25770 -0.83793 1.63056  0.56
29 H -3.09587 -1.87387 -0.54994  0.41
30 H -3.23097 -0.48353 0.46363  0.45
31 H -4.82901 -1.61546 1.48188  0.42
32 H -3.57217 -2.35951 2.39832  0.38
33 H -5.38238 -3.45830 0.30613  0.46
34 H -3.74067 -3.98055 0.10303  0.31
35 H -5.72681 -4.93359 1.97657  0.39
36 H -4.29878 -4.40617 2.83915  0.36
37 H -2.36813 -6.76711 2.34551  0.17
38 H -3.69495 -6.41702 3.44605  0.32
39 H -3.81720 -7.76636 2.33743  0.29
40 N 0.14893 0.21093 -2.57764  0.36
41 C -1.05357 0.82700 -2.79377  -0.60
42 C -1.33257 0.74113 -4.13136  -0.51
43 C -0.25606 0.04602 -4.74605  -0.61
44 C 0.64146 -0.26942 -3.76193  -0.43
45 H 0.60047 0.12787 -1.68465  0.02
46 H -1.60320 1.27143 -1.98161  0.51
47 H -2.21025 1.13390 -4.61628  0.44
48 H -0.15332 -0.19474 -5.79063  0.41
49 H 1.58219 -0.79151 -3.80113  0.39
50 N 3.68155 0.41788 0.65924  0.10
51 C 4.04617 1.40143 1.53316  -0.66
52 C 3.76956 2.60816 0.94473  -0.34
53 C 3.21896 2.33577 -0.33704  0.02
54 C 3.18303 0.97500 -0.48313  -1.25
55 H 3.76378 -0.56870 0.82673  0.19
56 H 4.46258 1.16156 2.49601  0.39
57 H 3.94318 3.57598 1.38566  0.41
58 H 2.88946 3.05308 -1.07123  0.45
59 H 2.84605 0.35961 -1.29975  0.66
60 N 3.50336 5.97609 -1.41312  0.08
61 C 4.65678 5.62126 -2.05573  -0.40
62 C 5.04370 6.67930 -2.83471  -0.53
63 C 4.08486 7.71283 -2.65775  -0.57
64 C 3.14826 7.24969 -1.77398  -0.49
65 H 2.99510 5.39037 -0.77442  0.24
66 H 5.09901 4.65175 -1.90190  0.40
67 H 5.91701 6.70873 -3.46387  0.40
68 H 4.08296 8.68273 -3.12543  0.42
69 H 2.26532 7.71687 -1.36973  0.49
70 N -0.20484 6.00659 -1.55687  0.08
71 C -1.13773 5.43605 -2.37767  -0.65
72 C -2.33038 5.41570 -1.70467  -0.41
73 C -2.10692 5.99712 -0.42752  -0.66
74 C -0.78584 6.35196 -0.36690  -0.18
75 H 0.76108 6.14800 -1.79126  0.22
76 H -0.87467 5.09644 -3.36452  0.40
77 H -3.26020 5.02840 -2.08576  0.41
78 H -2.83271 6.13970 0.35524  0.39
79 H -0.21359 6.81961 0.41625  0.36

Properties
- Net charge: 0
- HOMO-LUMO gap: 8.679 eV
- E_HOMO: -0.3035 Eh

Record 3
# C31H37IN4O3STi

A molecular structure, C31H37IN4O3STi (ωB97M-V/def2-TZVPD, the Open Molecules 2025 dataset).

Last column: Mulliken charge in e.
Geometry (Å):
1 Ti -0.54750 0.11807 -0.50705  -1.52
2 C -0.03042 -4.61760 0.74090  -0.93
3 C -1.21272 -3.77218 1.11979  0.63
4 N -2.29464 -4.38902 1.60014  -0.70
5 C -3.35983 -3.64019 1.87572  -1.28
6 C -3.39854 -2.26273 1.69670  0.84
7 C -4.63882 -1.49949 2.05868  -0.61
8 O -4.47018 -0.68425 3.22786  -0.65
9 C -2.26832 -1.59618 1.21191  0.47
10 C -2.19137 -0.16133 0.87825  -0.17
11 N -1.04992 0.53051 1.37336  -0.17
12 C -1.03220 1.57778 2.19256  0.68
13 C -2.15660 2.09313 2.89293  -0.57
14 C -2.05260 3.17331 3.74906  -0.87
15 C -0.83964 3.82125 3.96346  -0.53
16 C 0.28315 3.35546 3.27877  -0.39
17 C 0.18234 2.28068 2.42515  0.03
18 I 1.88757 1.59024 1.41183  -0.01
19 C -1.12174 -2.37445 0.89224  0.30
20 O -0.07256 -1.84975 0.32534  -0.92
21 H -0.24579 -5.66547 0.95338  0.36
22 H 0.20457 -4.49423 -0.32021  -0.12
23 H 0.86610 -4.30279 1.28240  0.30
24 H -4.23589 -4.16033 2.25984  0.25
25 H -4.96846 -0.86812 1.22549  0.21
26 H -5.44654 -2.19864 2.28856  0.41
27 H -3.55994 -0.36337 3.19972  0.47
28 H -3.12783 0.39490 0.83166  0.60
29 H -3.11902 1.62636 2.72517  0.35
30 H -2.94503 3.52242 4.25898  0.34
31 H -0.76262 4.66639 4.63596  0.33
32 H 1.24368 3.83788 3.41485  0.31
33 C 0.04593 -5.25743 -3.31784  -1.05
34 C -0.75741 -4.32439 -4.21774  -0.69
35 N -1.56136 -3.34838 -3.49537  0.24
36 C -2.96811 -3.65725 -3.27079  -1.24
37 C -3.25466 -4.29283 -1.91629  -0.19
38 C -0.98029 -2.23167 -2.95828  0.50
39 S -1.98242 -1.11293 -2.15345  -0.36
40 N 0.33993 -2.15853 -3.21916  0.02
41 C 1.18075 -1.26787 -2.71749  -0.11
42 O 1.00370 -0.40727 -1.83421  -0.09
43 C 2.56623 -1.31362 -3.30624  0.55
44 C 3.47946 -0.32289 -2.95788  -0.53
45 C 4.76168 -0.33365 -3.48753  -0.75
46 C 5.14650 -1.33874 -4.36451  -0.36
47 C 4.24099 -2.33288 -4.71041  -0.67
48 C 2.95617 -2.31874 -4.18613  -0.08
49 H 0.63291 -5.95474 -3.92356  0.39
50 H -0.60352 -5.83545 -2.65903  0.36
51 H 0.72708 -4.67372 -2.69996  0.13
52 H -1.44316 -4.90508 -4.84014  0.41
53 H -0.07684 -3.78854 -4.87840  0.40
54 H -3.27556 -4.32664 -4.07908  0.40
55 H -3.54280 -2.73713 -3.36935  0.50
56 H -2.74736 -5.25266 -1.80284  0.21
57 H -4.32863 -4.45817 -1.79892  0.42
58 H -2.92518 -3.63788 -1.11039  -0.30
59 H 3.15901 0.44760 -2.26884  0.41
60 H 5.46321 0.44490 -3.21240  0.39
61 H 6.14958 -1.34929 -4.77538  0.35
62 H 4.53666 -3.12343 -5.39056  0.39
63 H 2.23582 -3.08302 -4.44352  0.25
64 C -0.25451 1.90137 -3.64823  -1.52
65 C -1.00681 2.63521 -2.53344  3.00
66 C -0.37369 4.02545 -2.36444  -2.01
67 C -2.46851 2.81700 -2.97389  -1.78
68 C -0.95508 1.87276 -1.22000  -0.23
69 H -0.30496 2.45949 -4.59271  0.53
70 H -0.68148 0.90849 -3.80594  0.14
71 H 0.79502 1.77233 -3.37278  0.17
72 H -0.39392 4.59645 -3.30354  0.45
73 H 0.66462 3.92569 -2.03879  0.34
74 H -0.90828 4.59664 -1.60036  0.40
75 H -2.54072 3.39171 -3.90902  0.46
76 H -3.03411 3.34257 -2.19976  0.35
77 H -2.93217 1.83984 -3.12406  0.25
78 H -1.37456 2.52160 -0.42823  0.10

Properties
- Net charge: -2
- HOMO-LUMO gap (alpha / beta): 4.642 / 4.641 eV
- ΔE to the lowest compared entry with this formula, charge and spin: 0.00 kcal per mole
- E_HOMO (alpha / beta): -0.0168 / -0.0167 Eh

Record 4
# C3H11N2

2 unconnected molecules or ions with the total composition C3H11N2 at a distorted geometry (ωB97M-V/def2-TZVPD, the Open Molecules 2025 dataset).

Last column: natural (NBO) charge in e.
Geometry (Å):
1 C 0.79410 1.32613 -1.82115  0.01
2 N 1.23401 1.14189 -0.64539  -0.70
3 H 1.46428 1.13843 -2.66070  0.18
4 H -0.26372 1.50524 -1.98601  0.18
5 H 0.60074 -0.68995 -0.03935  0.46
6 H 2.24474 1.06572 -0.53405  0.37
7 C -0.42035 0.29924 1.52589  -0.42
8 N -0.14053 -0.88802 0.66463  -0.50
9 C -1.34470 -1.56408 0.08047  -0.42
10 H -1.02450 1.11494 1.15515  0.25
11 H -0.90530 0.00582 2.46340  0.23
12 H 0.57493 0.49260 1.93296  0.24
13 H 0.31680 -1.55595 1.27855  0.43
14 H -1.86635 -2.06404 0.88459  0.24
15 H -0.95046 -2.37705 -0.53637  0.23
16 H -1.84313 -0.89011 -0.60419  0.24

Properties
- Net charge: +1
- HOMO-LUMO gap: 10.981 eV
- ΔE to the lowest compared entry with this formula, charge and spin: 43.38 kcal per mole
- E_HOMO: -0.5217 Eh